{
  "formula": "C14H33BF3N4O11P2",
  "method": "ωB97M-V with the def2-TZVPD basis set",
  "symbols": ["C", "C", "O", "B", "O", "C", "N", "C", "N", "C", "C", "C", "O", "N", "N", "C", "F", "F", "F", "H", "H", "H", "H", "H", "H", "H", "H", "H", "H", "H", "H", "H", "H", "H", "C", "O", "P", "O", "O", "C", "O", "C", "H", "H", "H", "H", "H", "H", "H", "H", "H", "C", "O", "P", "O", "O", "C", "O", "C", "H", "H", "H", "H", "H", "H", "H", "H", "H"],
  "xyz": [[2.754580, 6.382269, 3.529286], [1.302016, 6.580040, 3.116155], [0.477782, 5.415270, 3.341949], [0.924093, 4.224465, 2.908449], [1.321299, 3.250542, 3.766047], [1.011655, 3.895567, 1.323647], [2.102658, 4.139773, 0.625525], [1.826936, 3.770902, -0.648230], [2.646444, 3.840691, -1.676474], [4.015852, 4.325010, -1.525093], [4.208302, 5.741252, -2.056846], [5.596693, 6.226851, -1.627990], [3.213577, 6.627201, -1.573880], [0.568548, 3.311780, -0.723625], [0.053902, 3.371585, 0.547454], [-1.278618, 2.924599, 0.886932], [-1.222920, 1.718455, 1.468310], [-1.858370, 3.781235, 1.710776], [-1.969446, 2.803213, -0.251639], [3.170878, 7.351225, 3.805538], [2.858402, 5.714522, 4.382705], [3.347252, 6.024590, 2.683517], [0.867187, 7.381504, 3.707986], [1.232815, 6.891093, 2.069931], [2.057315, 2.728638, 3.425905], [2.297146, 3.528304, -2.567930], [4.670984, 3.651583, -2.081125], [4.336058, 4.271887, -0.486842], [4.183617, 5.797248, -3.145849], [5.686283, 6.113587, -0.543306], [6.355221, 5.566046, -2.054787], [5.764681, 7.252569, -1.939244], [3.290058, 6.695811, -0.615519], [0.039751, 2.963455, -1.508015], [-3.811411, -0.269415, 1.262411], [-4.613246, -1.444592, 1.091014], [-3.969358, -2.739264, 0.401471], [-4.077002, -2.641247, -1.058409], [-4.932184, -3.819378, 1.053167], [-6.351806, -3.679327, 0.968317], [-2.657551, -3.528346, 0.836666], [-1.410551, -2.812348, 0.739113], [-4.428441, 0.479187, 1.751921], [-2.945275, -0.476145, 1.893423], [-3.483408, 0.110224, 0.291570], [-6.651935, -3.322193, -0.017082], [-6.710521, -3.000023, 1.740432], [-6.778332, -4.664184, 1.136535], [-1.436193, -1.890675, 1.322772], [-1.191764, -2.584078, -0.305147], [-0.635095, -3.458067, 1.140958], [-1.740297, -5.977267, -0.788729], [-0.689168, -6.964255, -0.795683], [-0.526945, -7.909994, -2.076240], [-1.384266, -9.090869, -1.953279], [1.032772, -8.203948, -1.899881], [1.531634, -8.697245, -0.661156], [-0.355590, -7.447892, -3.583084], [-1.461720, -6.772891, -4.215337], [-1.682072, -5.445021, 0.150160], [-1.610314, -5.267138, -1.607478], [-2.716140, -6.457825, -0.868108], [0.859008, -9.442219, -0.234206], [1.676532, -7.877778, 0.043409], [2.493135, -9.162128, -0.865377], [-1.764611, -5.889687, -3.651846], [-2.306141, -7.454375, -4.316607], [-1.124377, -6.462356, -5.199406]],
  "atomic_forces_ev_per_a": [[0.00, 0.20, -0.38], [-0.03, 0.57, 0.19], [0.20, -0.15, -0.24], [-0.10, -0.14, 0.46], [0.30, 0.37, -0.20], [0.23, 0.27, 0.48], [0.19, 0.05, -0.19], [-0.05, 0.12, -0.10], [-0.02, -0.18, 0.56], [0.36, -0.04, -0.90], [0.81, 0.80, 0.54], [-0.17, -0.82, 0.02], [-0.42, -0.29, -0.16], [-0.20, -0.31, -0.29], [-0.36, 0.29, 0.08], [-0.26, -0.55, -0.15], [-0.05, 0.56, -0.11], [0.33, -0.34, -0.33], [0.20, 0.20, 0.42], [0.02, -0.03, 0.04], [-0.06, 0.00, 0.01], [0.04, -0.26, 0.16], [-0.22, -0.16, 0.05], [-0.04, -0.12, -0.03], [-0.29, -0.48, 0.04], [0.25, 0.11, -0.14], [-0.03, -0.03, 0.02], [-0.38, -0.03, 0.11], [-0.44, -0.19, 0.00], [0.04, 0.33, 0.02], [0.11, 0.21, -0.10], [0.03, 0.01, 0.04], [0.13, 0.08, 0.01], [-0.13, -0.01, 0.06], [-0.13, 0.12, -0.15], [1.80, 0.29, 0.90], [-3.03, -2.67, -1.46], [0.71, 0.72, -0.12], [0.07, 0.00, 0.08], [-0.11, -0.02, -0.05], [0.63, 1.93, 1.07], [0.09, -0.16, -0.17], [-0.06, -0.04, -0.01], [-0.08, 0.04, 0.04], [0.00, -0.01, 0.00], [0.02, 0.02, 0.00], [0.03, 0.05, -0.03], [0.05, -0.02, -0.01], [0.05, -0.09, 0.01], [-0.01, 0.00, -0.01], [-0.03, -0.05, 0.00], [-0.05, -0.23, 0.07], [-0.51, 1.50, -1.25], [2.13, -3.21, 0.82], [-0.74, 0.38, -0.09], [0.02, 0.05, -0.08], [0.01, -0.10, 0.05], [-0.76, 1.81, 0.48], [-0.07, -0.19, -0.16], [0.02, -0.13, 0.08], [0.00, 0.03, 0.09], [-0.01, 0.02, 0.00], [-0.02, 0.02, 0.01], [-0.07, 0.01, 0.02], [-0.02, -0.01, -0.04], [0.01, -0.03, -0.07], [0.00, 0.00, 0.02], [0.05, -0.05, 0.00]],
  "lowdin_charge": [-0.054, -0.191, 0.101, -0.601, 0.232, -0.060, 0.236, -0.305, 0.126, -0.118, -0.425, -0.036, -0.025, 0.216, 0.099, -0.571, 0.189, 0.234, 0.192, 0.089, 0.092, 0.070, 0.127, 0.120, 0.128, 0.171, 0.140, 0.125, 0.150, 0.085, 0.090, 0.092, 0.088, 0.194, -0.103, -0.202, 0.372, -0.228, -0.221, -0.087, -0.227, -0.088, 0.095, 0.068, 0.086, 0.091, 0.086, 0.092, 0.066, 0.094, 0.094, -0.075, -0.210, 0.367, -0.224, -0.229, -0.104, -0.197, -0.079, 0.064, 0.079, 0.106, 0.090, 0.081, 0.087, 0.068, 0.095, 0.089],
  "total_charge": 1,
  "orbital_gap_ev": 7.67,
  "fmax_ev_per_a": 4.296
}

---

{
  "formula": "C14H33Cl2N3OP3Rh",
  "method": "ωB97M-V with the def2-TZVPD basis set",
  "symbols": ["C", "C", "H", "H", "H", "O", "Cl", "Rh", "P", "C", "C", "H", "H", "H", "H", "H", "H", "C", "H", "H", "H", "P", "C", "C", "H", "H", "H", "C", "H", "H", "H", "H", "H", "H", "Cl", "C", "N", "C", "N", "C", "N", "C", "P", "C", "C", "H", "H", "H", "H", "H", "H", "H", "H", "H", "H", "H", "H"],
  "xyz": [[0.136818, -3.941924, -2.251343], [-0.482414, -2.672218, -1.942098], [1.025221, -3.849426, -2.866469], [-0.560830, -4.745286, -2.693596], [0.496271, -4.378773, -1.335352], [-0.916117, -1.486854, -2.370123], [-1.680959, -3.740110, -0.661469], [-0.459433, -0.415735, 0.947580], [-2.672559, -0.745431, -0.643200], [-2.964248, 0.749506, -1.659957], [-3.426446, -1.869056, -1.961943], [-4.400389, -1.485737, -2.291181], [-5.033082, -0.708141, 0.008074], [-3.542652, -2.885927, -1.564416], [-3.992375, -1.595272, 1.157814], [-2.193620, 0.800939, -2.439103], [-2.755939, -1.931907, -2.817977], [-4.073227, -0.706389, 0.532741], [-3.943422, 0.721961, -2.159350], [-3.984155, 0.175529, 1.167594], [-2.916978, 1.642522, -1.034404], [1.012593, -1.731696, 1.624356], [2.639827, -0.983408, 1.920424], [0.335744, -2.157969, 3.260886], [0.768664, -4.081344, 1.017154], [2.399444, -3.738940, 1.566029], [1.919961, -3.269157, -0.038780], [1.566789, -3.354187, 0.977835], [-0.549174, -2.800091, 3.104394], [1.078101, -2.690776, 3.873449], [3.316662, -1.696415, 2.430997], [2.577814, -0.078371, 2.547172], [0.009738, -1.237937, 3.776337], [3.122294, -0.715820, 0.966502], [-1.866806, 0.588741, 2.874747], [0.884121, 4.304874, 0.432017], [1.833860, 3.380693, 1.218437], [2.968611, 2.978442, 0.384243], [2.632730, 2.477342, -0.966251], [1.721770, 3.406825, -1.674652], [0.477687, 3.766033, -0.948017], [-0.412124, 2.629164, -0.781396], [0.485377, 1.248512, 0.244581], [1.064416, 2.271501, 1.777912], [2.018479, 1.110162, -0.922436], [1.443107, 5.259143, 0.252375], [-0.056038, 4.472240, 1.034747], [3.534000, 2.221704, 0.941895], [3.564369, 3.888149, 0.215451], [1.415079, 2.985314, -2.658724], [2.292979, 4.348860, -1.808862], [-1.344061, 2.840551, -0.207344], [-0.689463, 2.180273, -1.770565], [1.687883, 1.624302, 2.372919], [0.131025, 2.530164, 2.281147], [1.652821, 0.756533, -1.932388], [2.702253, 0.334320, -0.508413]],
  "atomic_forces_ev_per_a": [[2.62, -1.18, -2.27], [-6.61, 5.26, -1.80], [0.09, 0.18, -0.65], [0.76, 1.74, 0.47], [0.04, -0.14, 0.26], [5.50, -8.32, 3.12], [0.28, 1.61, 1.09], [-6.97, -0.51, -0.17], [-2.31, 0.23, -0.97], [0.56, 0.57, 0.19], [-0.06, -0.80, 0.42], [0.26, 0.22, 0.39], [0.23, -0.02, -0.09], [-0.43, 0.72, -0.33], [-0.16, 0.02, 0.11], [-0.22, 0.04, 0.12], [-0.64, 0.10, 0.06], [0.44, 0.05, 0.28], [0.27, -0.18, 0.35], [-0.06, -0.12, 0.03], [-0.07, 0.00, -0.17], [3.19, -3.52, 2.15], [0.74, 0.29, 0.31], [-0.02, 0.00, 0.38], [-0.34, -0.11, -0.02], [-0.01, 0.16, 0.20], [0.12, 0.09, -0.37], [-0.08, 0.13, -0.01], [0.35, 0.26, 0.12], [-0.18, 0.09, -0.16], [-0.42, 0.31, -0.19], [0.02, -0.45, -0.21], [0.13, -0.46, -0.16], [-0.15, -0.20, 0.41], [1.19, -0.49, -1.38], [0.19, 0.42, -0.50], [-2.78, -0.28, -1.74], [1.71, 0.98, 0.25], [-2.75, -1.74, 0.83], [-0.01, 1.14, -0.67], [1.13, -0.04, 1.98], [0.49, -1.30, 0.48], [0.53, 3.35, -2.19], [0.99, 0.09, -1.83], [0.50, 0.67, 0.36], [-0.59, -0.78, 0.25], [1.22, -0.11, -0.61], [0.06, 0.24, -0.33], [0.01, -0.41, 0.21], [0.50, 0.25, 0.68], [-0.37, -0.53, -0.14], [0.70, 0.27, -0.50], [0.25, 0.49, 0.87], [0.09, 0.01, 0.37], [0.12, 0.19, 0.03], [0.27, 0.63, 1.07], [-0.31, 0.88, -0.38]],
  "mulliken_spin": [-0.001, 0.020, -0.001, -0.002, 0.000, 0.022, 0.021, 1.958, 0.349, 0.031, 0.028, 0.009, 0.007, -0.001, 0.004, 0.002, -0.001, 0.036, 0.004, -0.001, -0.001, 0.089, 0.033, 0.016, -0.001, 0.003, 0.000, 0.017, 0.015, 0.015, 0.001, 0.002, -0.006, 0.001, 0.278, -0.021, 0.386, -0.037, 0.397, -0.020, 0.070, 0.015, 0.110, 0.042, 0.081, 0.003, 0.002, -0.001, 0.002, 0.003, 0.001, 0.014, -0.004, -0.003, 0.014, 0.018, -0.020],
  "multiplicity": 5,
  "total_charge": 2,
  "orbital_gap_ev": [6.36, 4.90],
  "fmax_ev_per_a": 10.447,
  "e_above_lowest_kcal_mol": 91.2
}

---

{
  "formula": "C14H33ClF3O8P2",
  "method": "ωB97M-V with the def2-TZVPD basis set",
  "symbols": ["O", "P", "Cl", "P", "C", "O", "C", "F", "F", "F", "H", "H", "H", "H", "H", "C", "O", "C", "C", "O", "C", "C", "O", "C", "H", "H", "H", "H", "H", "H", "H", "H", "H", "H", "H", "H", "H", "H", "C", "O", "C", "C", "O", "C", "C", "O", "C", "H", "H", "H", "H", "H", "H", "H", "H", "H", "H", "H", "H", "H", "H"],
  "xyz": [[9.674011, 1.936559, -0.376768], [8.905572, 3.018289, -1.289033], [8.247503, 4.368213, 0.055225], [6.954314, 1.883283, -1.594402], [5.451817, 2.962250, -1.685529], [5.154080, 3.616772, -0.481627], [4.573901, 2.870648, 0.518348], [4.130623, 3.680828, 1.421536], [5.500251, 2.039332, 1.073988], [3.590713, 2.091909, 0.050790], [9.132450, 1.305567, 0.119283], [6.779234, 0.871271, -0.646517], [7.071117, 1.277608, -2.843802], [4.627329, 2.370083, -2.088094], [5.687967, 3.739069, -2.418063], [0.831601, -0.032489, -1.479602], [1.210520, -1.052574, -0.589472], [1.969021, -0.564457, 0.497222], [2.033300, -1.582660, 1.614593], [0.881502, -1.590417, 2.431856], [-0.264139, -2.251796, 1.906933], [-0.190047, -3.757170, 1.983902], [0.592956, -4.270074, 0.920183], [0.926569, -5.625689, 1.120036], [1.711250, 0.478819, -1.898918], [0.275480, -0.493088, -2.292434], [0.192154, 0.709638, -0.987379], [1.524980, 0.362749, 0.883208], [2.991933, -0.352068, 0.146318], [2.851789, -1.291251, 2.278119], [2.252951, -2.576210, 1.216189], [-0.473196, -1.924195, 0.886570], [-1.091384, -1.927233, 2.540141], [-1.206382, -4.168043, 1.913490], [0.244252, -4.050411, 2.947819], [1.534040, -5.754568, 2.023401], [1.502297, -5.952461, 0.256875], [0.028985, -6.248451, 1.204347], [-2.423196, 1.245887, 1.506107], [-3.714292, 1.020683, 0.998479], [-4.493255, 2.204162, 0.971587], [-5.718022, 2.018232, 0.107733], [-5.466833, 2.152942, -1.281964], [-4.857339, 1.049439, -1.930458], [-5.801034, -0.096723, -2.210808], [-5.981695, -0.887354, -1.051596], [-7.073079, -1.770272, -1.179147], [-2.457104, 1.637892, 2.529568], [-1.904495, 0.289254, 1.512320], [-1.868178, 1.947032, 0.868367], [-3.897917, 3.038102, 0.577535], [-4.809138, 2.450844, 1.995009], [-6.414737, 2.823126, 0.348265], [-6.204346, 1.066792, 0.333224], [-3.983996, 0.695228, -1.377029], [-4.518132, 1.440276, -2.892038], [-5.379286, -0.721483, -3.011860], [-6.764031, 0.304849, -2.550562], [-8.012468, -1.221276, -1.310463], [-7.130931, -2.353976, -0.263186], [-6.937819, -2.451253, -2.027793]],
  "atomic_forces_ev_per_a": [[-0.44, -0.31, -0.44], [0.68, 0.11, 0.04], [-0.27, 0.11, 0.13], [-0.04, 0.35, 0.20], [0.00, 0.00, -0.19], [-0.17, -0.17, 0.14], [0.27, -0.51, -0.54], [-0.16, 0.28, 0.35], [-0.20, 0.21, -0.20], [0.26, 0.28, 0.10], [0.35, 0.14, 0.34], [-0.11, -0.16, -0.08], [-0.10, -0.19, -0.08], [-0.06, -0.03, 0.14], [0.00, -0.03, 0.10], [0.02, -0.05, -0.02], [-0.10, 0.02, 0.06], [-0.01, -0.14, -0.14], [0.07, 0.04, 0.06], [-0.03, -0.01, -0.02], [-0.12, 0.08, 0.10], [0.01, -0.07, -0.20], [0.14, 0.05, 0.11], [-0.03, 0.00, -0.07], [-0.02, 0.02, 0.01], [0.00, -0.01, -0.01], [0.03, 0.03, 0.00], [0.05, 0.02, 0.02], [0.00, 0.06, 0.06], [0.00, -0.02, 0.01], [-0.05, 0.02, -0.08], [0.04, -0.11, -0.05], [0.01, 0.01, 0.02], [0.00, -0.01, 0.09], [-0.05, 0.01, 0.03], [-0.03, -0.02, 0.02], [-0.01, 0.00, -0.01], [0.01, -0.01, 0.02], [-0.06, -0.08, 0.00], [0.04, 0.03, -0.15], [0.03, -0.11, 0.08], [-0.11, 0.06, 0.00], [0.04, 0.00, 0.02], [0.05, 0.04, -0.09], [0.04, -0.13, 0.08], [-0.08, 0.11, 0.04], [0.05, -0.04, 0.02], [0.05, 0.04, -0.02], [0.03, -0.01, 0.02], [0.01, 0.05, 0.07], [-0.02, 0.03, 0.01], [0.02, 0.07, -0.02], [-0.02, 0.00, -0.01], [0.08, -0.04, 0.02], [-0.05, -0.06, 0.04], [0.00, 0.01, 0.00], [-0.06, 0.04, -0.05], [0.01, 0.01, -0.04], [0.00, -0.01, -0.04], [0.01, -0.01, 0.00], [-0.02, 0.01, 0.00]],
  "lowdin_charge": [-0.382, 0.396, 0.299, 0.908, -0.338, -0.034, -0.715, 0.256, 0.118, 0.168, 0.060, 0.010, 0.009, 0.113, 0.123, -0.105, -0.184, -0.223, -0.187, -0.122, -0.185, -0.205, -0.199, -0.110, 0.076, 0.093, 0.086, 0.127, 0.109, 0.127, 0.126, 0.122, 0.126, 0.132, 0.132, 0.089, 0.087, 0.090, -0.110, -0.192, -0.206, -0.182, -0.126, -0.188, -0.212, -0.198, -0.111, 0.093, 0.071, 0.084, 0.129, 0.129, 0.129, 0.125, 0.121, 0.126, 0.128, 0.131, 0.090, 0.088, 0.088],
  "total_charge": 1,
  "orbital_gap_ev": 6.05,
  "fmax_ev_per_a": 0.793
}

---

no.,calculated total energy (eV)
1,-70941.5155
2,-77469.4399
3,-70675.6965